This record from the Open Molecules 2025 dataset describes a cluster of 9 separate species, C30H44N3O16 in total at a distorted geometry. The level of theory is ωB97M-V/def2-TZVPD.

The geometry in ORCA input format:
```
! RIJCOSX wB97M-V def2-TZVPD def2/J DEFGRID3
* xyz -1 1
C -3.947 1.643 2.842
H 0.995 -6.802 3.176
C -4.069 0.980 1.467
O 2.820 -5.729 1.141
C 0.722 -4.458 0.753
H 0.794 -7.435 1.448
H 7.284 2.338 -0.305
H -0.232 -6.261 2.366
H -2.830 -2.225 -3.825
O 1.918 0.782 2.772
H -4.455 -1.488 -1.173
H 0.712 2.367 -6.980
C 1.570 -5.325 1.708
H -3.250 0.298 1.149
C -1.481 -2.719 3.324
C 4.689 4.566 -2.313
C -5.267 2.380 3.372
H -5.196 0.839 -0.337
O 2.628 -0.472 4.377
C -2.673 -2.985 2.456
C -6.513 2.359 2.494
N 1.020 4.577 0.345
H -3.262 -3.677 2.652
H 3.477 -5.947 1.867
C 1.428 0.721 -0.753
H 0.230 -1.904 2.798
H 3.956 5.220 -2.848
H -1.722 -2.580 0.061
C -2.537 -2.639 -1.705
H -0.685 0.503 1.088
O -7.441 1.684 0.491
C -4.082 -2.502 -1.320
O -1.735 -1.934 -0.600
H 2.305 -1.302 -0.259
C -1.910 -1.869 4.531
C -0.339 1.466 0.722
C 7.070 3.957 -1.723
H 1.319 2.613 0.283
H -1.247 -1.699 5.172
O 6.634 5.610 -3.222
H -0.471 2.206 1.451
H 2.049 3.244 -2.368
H -4.672 -3.025 -2.050
O 1.497 1.311 -1.885
O -0.581 -1.852 2.555
C 5.023 2.439 -0.923
H 2.992 3.342 -1.436
C 2.347 1.886 -3.886
C 1.768 3.142 -3.341
O 1.826 4.127 1.236
H -1.363 -2.177 -3.150
C 4.174 3.455 -1.510
H 1.341 -1.135 -1.700
H 0.411 4.900 -3.364
H 1.355 -3.560 0.353
N 1.062 1.551 0.339
H -0.905 1.722 -0.251
C 0.770 -6.566 2.234
C -2.370 -1.731 -2.917
O 0.019 5.185 0.747
H -3.162 -2.057 2.437
H -2.836 -2.453 5.019
C 0.829 2.379 -5.872
H 2.287 0.569 -5.889
H -0.957 -3.674 3.823
O -2.938 1.389 3.559
C -5.183 1.169 0.699
H -4.288 -3.194 -0.438
H -7.346 2.998 2.764
H -2.099 -0.880 4.064
O 0.973 4.094 -0.800
H -2.510 -3.131 1.398
H 1.717 -4.688 2.538
C 6.557 2.759 -0.944
C 0.205 3.606 -5.234
H -5.220 2.842 4.534
H 1.479 1.181 1.134
C 1.471 -0.818 -0.771
O 3.015 1.147 -3.220
C 6.177 4.755 -2.523
C 1.955 1.498 -5.275
H 0.715 -1.245 -0.150
H -0.198 -4.002 1.073
H -2.387 -0.841 -2.884
H -2.206 -3.660 -1.770
N 2.203 -0.413 3.253
H 0.430 -5.097 -0.121
C -6.422 1.775 1.109
O 4.570 1.476 -0.315
O -0.663 4.275 -5.753
C 0.673 3.955 -3.856
O 2.159 -1.375 2.460
H 8.066 4.230 -1.656
*
```

The value obtained for the frontier orbital gap is 6.03 eV. The value obtained for the energy above the lowest of the compared OMol25 structures with the same formula, charge and spin is 0.0 kcal per mole.